Entry 1:
Entry from the OMol25 dataset: a structure of composition C15H35AgClN2O4 in a non-equilibrium geometry (ωB97M-V with the def2-TZVPD basis set).

Calculated values
- Energy relative to the best compared isomer or geometry (same formula, charge and spin): 3.287 eV
- LUMO level (alpha / beta): 0.2902 / -0.7104 eV
- Frontier orbital gap (alpha / beta): 7.11 / 6.10 eV
- E: -1609.9594 Ha
- Multiplicity: 2

Element x y z (Å)
1 Ag 1.664 -0.732 -0.993
2 Cl 3.892 0.690 -0.560
3 C -1.460 2.792 -1.535
4 C -0.812 2.478 -0.141
5 C -1.274 3.539 1.018
6 C -2.675 3.250 1.442
7 C -2.646 1.855 2.072
8 C -2.223 0.707 1.031
9 N -0.944 1.039 0.409
10 O -0.451 -0.036 -0.386
11 C -3.419 0.480 -0.014
12 C -2.107 -0.558 1.892
13 C 0.720 2.803 -0.348
14 H -2.535 2.705 -1.695
15 H -0.980 2.029 -2.148
16 H -1.172 3.830 -1.700
17 H -0.987 4.571 0.813
18 H -0.578 3.252 1.807
19 H -3.241 3.353 0.516
20 H -3.081 3.908 2.210
21 H -3.634 1.665 2.491
22 H -2.108 1.860 3.020
23 H -3.177 0.555 -1.075
24 H -4.064 1.352 0.086
25 H -4.032 -0.369 0.288
26 H -1.850 -1.472 1.357
27 H -2.982 -0.954 2.408
28 H -1.488 -0.389 2.773
29 H 1.440 2.242 0.247
30 H 0.939 3.859 -0.185
31 H 1.033 2.621 -1.376
32 C 3.023 -4.652 0.798
33 C 2.322 -3.289 0.527
34 C 2.272 -2.422 1.809
35 O 1.799 -1.050 1.499
36 C 1.366 -0.160 2.537
37 N 2.859 -2.621 -0.670
38 H 4.023 -4.537 1.216
39 H 3.280 -5.168 -0.127
40 H 2.406 -5.235 1.483
41 H 1.276 -3.555 0.378
42 H 3.271 -2.273 2.220
43 H 1.703 -2.844 2.637
44 H 0.681 -0.659 3.222
45 H 0.783 0.744 2.362
46 H 2.226 0.226 3.085
47 H 2.936 -3.332 -1.383
48 H 3.833 -2.619 -0.403
49 C 0.600 -0.307 -3.869
50 C -0.131 -1.496 -3.332
51 O 0.615 -2.370 -2.550
52 O 1.525 0.404 -3.019
53 H -0.139 0.367 -4.301
54 H 1.124 -0.761 -4.710
55 H -0.648 -1.951 -4.176
56 H -0.982 -1.224 -2.708
57 H 0.140 -3.179 -2.752
58 H 2.069 1.037 -3.494

=====

Entry 2:
Entry from the OMol25 dataset: a structure of composition C11H8BrMnNO4 in a non-equilibrium geometry (ωB97M-V with the def2-TZVPD basis set).

Calculated values
- LUMO level (alpha / beta): -8.0732 / -10.9754 eV
- Frontier orbital gap (alpha / beta): 4.59 / 6.23 eV
- Net charge: +2
- E: -4503.7817 Ha
- Multiplicity: 6

Element x y z (Å)
1 Mn -1.364 -0.373 -0.296
2 C -1.606 -0.808 1.504
3 O -1.735 -1.017 2.625
4 C -3.148 -0.485 -0.465
5 O -4.291 -0.529 -0.548
6 C -1.160 -2.215 -0.659
7 O -1.114 -3.338 -0.876
8 C -1.472 1.462 0.035
9 O -1.476 2.577 0.312
10 C -0.277 0.056 -2.222
11 H 0.241 1.038 -2.187
12 H 0.354 -0.797 -2.561
13 C -1.677 0.010 -2.425
14 H -2.124 -0.865 -2.950
15 H -2.234 0.963 -2.580
16 Br 4.418 -1.042 -0.253
17 C 2.948 -0.188 0.572
18 C 3.124 0.647 1.664
19 C 2.006 1.224 2.247
20 C 0.728 0.958 1.721
21 N 0.620 0.155 0.656
22 C 1.661 -0.443 0.072
23 H 4.118 0.827 2.047
24 H 2.095 1.874 3.110
25 H -0.127 1.413 2.224
26 H 1.490 -1.105 -0.767

=====

Entry 3:
Entry from the OMol25 dataset: the molecule C19H27N3O7S in a non-equilibrium geometry (ωB97M-V with the def2-TZVPD basis set).

Calculated values
- Energy relative to the best compared isomer or geometry (same formula, charge and spin): 0.391 eV
- LUMO level: 0.3863 eV
- Frontier orbital gap: 9.30 eV
- E: -1829.3558 Ha
- Multiplicity: 1

Element x y z (Å)
1 C -3.065 -1.793 -2.273
2 O -3.511 -1.165 -1.088
3 C -3.063 -1.788 0.080
4 C -3.106 -0.759 1.254
5 N -3.760 0.496 0.963
6 C -5.122 0.648 1.431
7 C -3.219 1.509 0.243
8 O -3.802 2.566 0.077
9 C -1.830 1.278 -0.330
10 C -1.643 2.045 -1.642
11 C -0.263 1.734 -2.217
12 C 0.833 1.999 -1.181
13 N 0.564 1.380 0.103
14 S 0.867 -0.271 0.150
15 O 0.550 -0.954 -1.075
16 O 0.272 -0.775 1.354
17 C 2.646 -0.244 0.342
18 C 3.154 0.227 1.541
19 C 4.522 0.297 1.757
20 C 5.343 -0.119 0.722
21 C 4.811 -0.592 -0.489
22 C 3.453 -0.666 -0.705
23 O 5.835 -0.930 -1.322
24 C 7.007 -0.686 -0.669
25 O 8.098 -0.873 -1.120
26 N 6.707 -0.188 0.585
27 C 7.704 0.175 1.554
28 C -0.736 1.736 0.640
29 O -3.761 -2.977 0.349
30 C -5.168 -2.864 0.431
31 H -1.971 -1.781 -2.325
32 H -3.415 -2.828 -2.328
33 H -3.484 -1.216 -3.096
34 H -2.024 -2.135 -0.040
35 H -3.635 -1.227 2.087
36 H -2.077 -0.590 1.576
37 H -5.174 0.479 2.508
38 H -5.435 1.666 1.209
39 H -5.787 -0.050 0.919
40 H -1.675 0.218 -0.524
41 H -2.419 1.751 -2.350
42 H -1.754 3.114 -1.449
43 H -0.073 2.342 -3.103
44 H -0.222 0.682 -2.502
45 H 1.793 1.612 -1.528
46 H 0.934 3.075 -1.002
47 H 2.455 0.526 2.304
48 H 4.928 0.656 2.688
49 H 3.019 -1.037 -1.617
50 H 8.678 -0.015 1.105
51 H 7.619 1.232 1.810
52 H 7.594 -0.427 2.457
53 H -0.822 1.253 1.613
54 H -0.771 2.821 0.775
55 H -5.555 -3.877 0.337
56 H -5.484 -2.447 1.393
57 H -5.558 -2.245 -0.381

=====

Entry 4:
Entry from the OMol25 dataset: a cluster of 2 separate species, C5H13NO in total in a non-equilibrium geometry (ωB97M-V with the def2-TZVPD basis set).

Calculated values
- Energy relative to the best compared isomer or geometry (same formula, charge and spin): 8.361 eV
- LUMO level (alpha / beta): -7.9628 / -8.2064 eV
- Frontier orbital gap (alpha / beta): 8.42 / 8.23 eV
- Net charge: +1
- E: -327.7080 Ha
- Multiplicity: 2

Element x y z (Å)
1 C -1.489 -0.912 0.388
2 C -2.541 0.232 0.036
3 C -0.436 -0.438 1.292
4 N 0.320 0.569 0.372
5 C 1.729 0.213 0.266
6 C 2.329 0.854 -0.960
7 O -0.052 -0.721 -1.753
8 H -1.859 -1.903 0.599
9 H -0.960 -0.918 -0.580
10 H -2.027 0.936 -0.583
11 H -2.884 0.660 0.984
12 H -3.349 -0.146 -0.584
13 H 0.133 -1.260 1.615
14 H -0.618 0.022 2.158
15 H 0.005 0.244 -0.617
16 H 1.995 -0.873 0.197
17 H 2.169 0.596 1.124
18 H 3.336 0.407 -1.084
19 H 2.439 1.927 -1.008
20 H 1.763 0.509 -1.861

=====

| no. | molecular weight (Da) |
| --- | --- |
| 1 | 450.8 |
| 2 | 353.0 |
| 3 | 441.5 |
| 4 | 103.2 |